(1)
DFT (ωB97M-V with the def2-TZVPD basis set) results for a structure of composition C34H60N2O2SiY.

Output
DFT total energy: -52222.5485 eV
E_HOMO: -10.984 eV
relative energy (zero: lowest compared OMol25 entry of this formula, charge and spin): 1.6 kcal per mole
LUMO level: -2.486 eV
frontier orbital gap: 8.50 eV

```
! RIJCOSX wB97M-V def2-TZVPD def2/J DEFGRID3
* xyz 1 1
O -2.977 0.639 1.042
O -2.926 -0.147 -1.382
C -3.208 0.176 2.371
C -2.683 1.003 3.533
H -2.782 -0.844 2.347
H -4.307 0.101 2.365
H -1.603 1.210 3.486
H -2.887 0.425 4.441
H -3.233 1.949 3.660
C -2.393 1.944 0.827
C -3.500 3.000 0.681
H -1.788 1.806 -0.083
H -1.681 2.236 1.621
H -3.991 2.958 -0.306
H -3.055 4.000 0.840
H -4.280 2.827 1.447
C -2.644 0.044 -2.787
C -4.292 -0.507 -1.097
C -2.223 1.483 -2.982
H -3.564 -0.163 -3.380
H -1.858 -0.690 -3.065
H -3.105 2.124 -2.847
H -1.832 1.653 -3.987
H -1.448 1.793 -2.275
C -5.375 0.362 -1.702
H -4.360 -0.500 -0.001
H -4.393 -1.553 -1.442
H -5.324 1.419 -1.399
H -6.321 -0.030 -1.326
H -5.396 0.265 -2.791
H -1.781 -0.723 0.050
N 2.451 1.139 1.557
C 3.808 1.155 1.511
C 4.596 0.621 0.471
C 4.189 0.142 -0.785
C 4.536 1.853 2.627
H 4.120 1.592 3.603
H 4.493 2.947 2.517
H 5.595 1.567 2.642
C 5.135 -0.036 -1.929
H 4.815 0.546 -2.804
H 5.194 -1.093 -2.225
H 6.121 0.307 -1.602
N 2.927 -0.237 -1.003
C 1.680 2.046 2.384
C 1.183 1.656 3.655
C 1.459 0.289 4.211
C 0.450 2.577 4.411
H 0.102 2.297 5.412
C 0.179 3.857 3.928
H -0.377 4.569 4.542
C 0.651 4.227 2.667
H 0.464 5.236 2.301
C 1.389 3.335 1.886
C 1.933 3.745 0.553
C 2.386 -0.738 -2.228
C 2.334 -2.127 -2.454
C 3.075 -3.085 -1.570
C 1.511 -2.608 -3.474
H 1.455 -3.689 -3.619
C 0.772 -1.729 -4.268
H 0.124 -2.112 -5.064
C 0.880 -0.350 -4.064
H 0.323 0.361 -4.680
C 1.692 0.161 -3.057
C 1.673 1.637 -2.780
Y 1.411 -0.627 0.478
H 0.743 -0.486 3.880
H 1.393 0.305 5.313
H 2.471 -0.055 3.960
H 1.734 3.022 -0.253
H 3.023 3.891 0.604
H 1.497 4.701 0.233
H 3.128 -4.064 -2.069
H 2.569 -3.255 -0.603
H 4.103 -2.768 -1.341
H 2.580 2.031 -2.297
H 0.807 1.913 -2.147
H 1.538 2.174 -3.733
H 5.677 0.659 0.614
C -0.889 -1.482 -0.097
Si -1.378 -3.257 -0.626
H -0.226 -1.096 -0.941
H -0.393 -1.701 0.892
C -2.830 -3.655 0.488
C -0.113 -4.637 -0.314
C -1.981 -3.413 -2.388
H -2.085 -4.473 -2.667
H -1.305 -2.948 -3.112
H -2.969 -2.953 -2.512
H -2.493 -3.799 1.523
H -3.305 -4.581 0.131
H -3.562 -2.838 0.463
H 0.360 -4.583 0.677
H 0.690 -4.713 -1.060
H -0.678 -5.584 -0.340
C 1.987 -2.334 1.830
H 2.959 -1.972 2.202
H 2.126 -3.324 1.393
H 1.304 -2.409 2.690
*
```


(2)
DFT (ωB97M-V with the def2-TZVPD basis set) results for a structure of composition C28H25N9O2S5Ti.

Output
DFT total energy: -124228.0616 eV
E_HOMO: -13.752 eV
relative energy (zero: lowest compared OMol25 entry of this formula, charge and spin): 5.8 kcal per mole
LUMO level: -6.969 eV
frontier orbital gap: 6.78 eV

```
! RIJCOSX wB97M-V def2-TZVPD def2/J DEFGRID3
* xyz 2 1
Ti 0.630 -0.090 0.078
N -0.182 0.165 4.504
C 0.301 0.285 3.269
S -0.727 -0.256 1.947
N 1.464 0.814 3.054
N 1.778 0.848 1.733
C 2.949 1.300 1.472
C 3.331 1.387 0.080
C 4.527 1.931 -0.349
C 4.760 2.037 -1.713
C 3.783 1.609 -2.594
C 2.614 1.066 -2.087
N 2.394 0.934 -0.777
H -1.073 -0.265 4.675
H 0.374 0.470 5.287
H 3.612 1.601 2.274
H 5.253 2.276 0.375
H 5.686 2.461 -2.076
H 3.908 1.687 -3.665
H 1.837 0.718 -2.752
C -1.295 2.811 -2.506
C -0.682 1.714 -1.952
N -0.386 1.660 -0.637
C -0.735 2.674 0.158
C -1.399 3.797 -0.315
C -1.654 3.869 -1.677
C -1.808 4.873 0.610
C -2.605 4.749 1.672
C -3.308 3.547 2.153
C -4.094 3.620 3.296
C -4.730 2.459 3.708
N -4.615 1.313 3.044
C -3.859 1.352 1.953
N -3.198 2.395 1.477
H -1.506 2.832 -3.565
H -0.415 0.851 -2.557
H -0.492 2.580 1.207
H -2.154 4.737 -2.088
H -1.428 5.863 0.379
H -2.800 5.646 2.247
H -4.206 4.544 3.845
H -5.352 2.449 4.596
H -3.769 0.430 1.388
O 0.680 -3.760 0.168
S 1.538 -2.703 -0.243
O 1.875 -1.704 0.822
N 0.976 -1.650 -1.330
C 1.435 -1.915 -2.602
S 0.845 -1.258 -3.971
C 2.575 -2.873 -2.527
C 3.353 -3.335 -3.575
C 4.394 -4.209 -3.285
C 4.646 -4.632 -1.984
C 3.855 -4.199 -0.927
C 2.851 -3.302 -1.230
H 3.148 -3.017 -4.588
H 5.019 -4.576 -4.088
H 5.460 -5.319 -1.798
H 4.017 -4.547 0.084
S -1.806 -0.919 -0.654
C -2.511 -2.324 -0.008
N -3.475 -2.916 -0.692
C -4.222 -3.980 -0.025
C -3.288 -4.501 1.059
S -2.219 -3.095 1.506
H -3.767 -2.534 -1.581
H -4.467 -4.758 -0.745
H -5.148 -3.575 0.389
H -2.662 -5.319 0.710
H -3.831 -4.817 1.946
*
```